The following is a DFT calculation (ωB97M-V/def2-TZVPD) of 2 unconnected molecules or ions with the total composition CHBrINO2 at a distorted geometry.

Structure (ORCA input):
```
! RIJCOSX wB97M-V def2-TZVPD def2/J DEFGRID3
* xyz 0 1
C -0.127 -0.725 0.883
N 0.462 0.954 -0.961
O 1.596 1.026 -1.318
O -0.584 1.419 -1.318
Br 0.289 -2.359 -0.151
I -2.053 0.089 1.105
H 0.416 -0.404 1.760
*
```

The calculation puts the HOMO energy (alpha / beta) at -10.02 / -8.75 eV. The value obtained for the relative energy (zero: lowest compared OMol25 entry of this formula, charge and spin) is 199.4 kJ/mol. The calculation puts the energy at -3115.44757 a.u. As for the LUMO energy (alpha / beta): -1.0 / -1.4 eV.

=====

The following is a DFT calculation (ωB97M-V/def2-TZVPD) of CHBrN4 in the gas phase at a distorted geometry.

Structure (ORCA input):
```
! RIJCOSX wB97M-V def2-TZVPD def2/J DEFGRID3
* xyz 0 1
Br 4.735 -0.190 -0.021
N 2.438 0.410 0.143
N 1.520 -0.504 0.140
C 0.437 0.239 0.027
N 0.765 1.549 -0.040
N 2.044 1.630 0.022
H -0.565 -0.130 -0.007
*
```

The calculation puts the HOMO energy (alpha / beta) at -11.23 / -11.23 eV. The value obtained for the relative energy (zero: lowest compared OMol25 entry of this formula, charge and spin) is 135.5 kJ/mol. The calculation puts the energy at -2831.60263 a.u. As for the LUMO energy (alpha / beta): -3.9 / -3.9 eV.

=====

The following is a DFT calculation (ωB97M-V/def2-TZVPD) of CHBrN4O in the gas phase at a distorted geometry.

Structure (ORCA input):
```
! RIJCOSX wB97M-V def2-TZVPD def2/J DEFGRID3
* xyz 0 1
O 1.247 -0.972 0.566
N 0.083 -0.280 0.265
N -0.979 -0.085 0.999
N -1.766 0.655 0.361
N -1.227 1.090 -0.772
C -0.098 0.528 -0.913
Br 1.348 0.320 -2.049
H 1.391 -1.257 1.544
*
```

The calculation puts the HOMO energy at -10.36 eV. The value obtained for the relative energy (zero: lowest compared OMol25 entry of this formula, charge and spin) is 111.1 kJ/mol. The calculation puts the energy at -2906.84376 a.u. As for the LUMO energy: 0.2 eV.

=====

The following is a DFT calculation (ωB97M-V/def2-TZVPD) of 2 unconnected molecules or ions with the total composition CHBrS at a distorted geometry.

Structure (ORCA input):
```
! RIJCOSX wB97M-V def2-TZVPD def2/J DEFGRID3
* xyz 0 1
C -0.486 -0.020 0.706
S -1.318 -0.505 1.868
Br -0.961 2.675 0.043
H 0.279 -0.327 -0.103
*
```

The calculation puts the HOMO energy (alpha / beta) at -9.17 / -9.00 eV. The value obtained for the relative energy (zero: lowest compared OMol25 entry of this formula, charge and spin) is 153.5 kJ/mol. The calculation puts the energy at -3010.80239 a.u. As for the LUMO energy (alpha / beta): -1.9 / -2.0 eV.

=====

The following is a DFT calculation (ωB97M-V/def2-TZVPD) of a molecular structure, CHCl2N2O2 at a distorted geometry.

Structure (ORCA input):
```
! RIJCOSX wB97M-V def2-TZVPD def2/J DEFGRID3
* xyz -1 1
C 0.888 -0.050 0.030
N -0.141 0.724 0.429
N -1.306 0.132 0.173
O -1.281 -0.851 -0.591
O -2.313 0.644 0.613
Cl 2.192 -0.026 1.008
Cl 1.462 0.576 -1.577
H 0.500 -1.149 -0.086
*
```

The calculation puts the HOMO energy at -4.62 eV. The value obtained for the relative energy (zero: lowest compared OMol25 entry of this formula, charge and spin) is 68.7 kJ/mol. The calculation puts the energy at -1219.02174 a.u. As for the LUMO energy: 3.5 eV.

=====

The following is a DFT calculation (ωB97M-V/def2-TZVPD) of 2 unconnected molecules or ions with the total composition CHCl2NO2 at a distorted geometry.

Structure (ORCA input):
```
! RIJCOSX wB97M-V def2-TZVPD def2/J DEFGRID3
* xyz 0 1
C 0.531 0.428 0.159
N -0.760 -0.150 -0.320
O -0.660 -0.816 -1.310
O -1.744 0.214 0.278
Cl 0.460 1.807 1.127
Cl 1.921 0.155 -0.827
H 0.252 -1.637 0.892
*
```

The calculation puts the HOMO energy (alpha / beta) at -11.02 / -9.74 eV. The value obtained for the relative energy (zero: lowest compared OMol25 entry of this formula, charge and spin) is 602.9 kJ/mol. The calculation puts the energy at -1164.05804 a.u. As for the LUMO energy (alpha / beta): -2.1 / -1.2 eV.

=====

The following is a DFT calculation (ωB97M-V/def2-TZVPD) of CHCl2NO3S in the gas phase at a distorted geometry.

Structure (ORCA input):
```
! RIJCOSX wB97M-V def2-TZVPD def2/J DEFGRID3
* xyz 0 1
O 1.684 1.479 -0.180
N 1.931 0.822 0.749
O 1.067 -0.175 1.084
S -0.422 -0.622 0.374
O -1.581 -0.468 1.251
Cl -0.191 -2.734 0.638
C -0.612 0.503 -0.852
Cl -2.159 0.561 -1.585
H 0.282 0.635 -1.478
*
```

The calculation puts the HOMO energy (alpha / beta) at -9.54 / -9.54 eV. The value obtained for the relative energy (zero: lowest compared OMol25 entry of this formula, charge and spin) is 554.1 kJ/mol. The calculation puts the energy at -1637.52129 a.u. As for the LUMO energy (alpha / beta): -1.5 / -1.5 eV.

=====

The following is a DFT calculation (ωB97M-V/def2-TZVPD) of 2 unconnected molecules or ions with the total composition CHCl2NOS at a distorted geometry.

Structure (ORCA input):
```
! RIJCOSX wB97M-V def2-TZVPD def2/J DEFGRID3
* xyz 0 1
C 0.640 1.559 0.028
N 0.629 0.366 -0.465
O 1.375 2.512 0.166
S 2.659 -0.924 -0.179
Cl -1.269 1.915 -0.077
Cl 3.591 0.851 0.051
H -0.085 -0.292 -0.543
*
```

The calculation puts the HOMO energy (alpha / beta) at -10.24 / -10.25 eV. The value obtained for the relative energy (zero: lowest compared OMol25 entry of this formula, charge and spin) is 282.3 kJ/mol. The calculation puts the energy at -1487.16613 a.u. As for the LUMO energy (alpha / beta): -3.2 / -3.2 eV.

=====

The following is a DFT calculation (ωB97M-V/def2-TZVPD) of a molecular structure, CHCl2O4S2 at a distorted geometry.

Structure (ORCA input):
```
! RIJCOSX wB97M-V def2-TZVPD def2/J DEFGRID3
* xyz -1 1
C 0.154 0.143 -0.200
O 2.589 -1.134 -0.016
O 1.604 -0.067 -2.107
O -0.977 0.575 -2.635
O 0.462 2.367 -1.861
S 1.407 -0.737 -0.745
S -0.274 1.193 -1.594
Cl 0.786 -2.664 -1.144
Cl -1.867 1.951 -0.450
H -0.706 -0.487 0.008
*
```

The calculation puts the HOMO energy at -5.57 eV. The value obtained for the relative energy (zero: lowest compared OMol25 entry of this formula, charge and spin) is 123.2 kJ/mol. The calculation puts the energy at -2056.42245 a.u. As for the LUMO energy: 3.3 eV.

=====

The following is a DFT calculation (ωB97M-V/def2-TZVPD) of CHCl3 in the gas phase at a distorted geometry.

Structure (ORCA input):
```
! RIJCOSX wB97M-V def2-TZVPD def2/J DEFGRID3
* xyz 0 1
Cl -0.390 1.403 -1.037
C -0.071 -0.120 -0.067
Cl -0.887 -0.128 1.501
Cl 1.702 -0.176 0.242
H -0.354 -0.980 -0.639
*
```

The calculation puts the HOMO energy at -11.16 eV. The value obtained for the relative energy (zero: lowest compared OMol25 entry of this formula, charge and spin) is 10.2 kJ/mol. The calculation puts the energy at -1419.26799 a.u. As for the LUMO energy: 0.5 eV.

=====

The following is a DFT calculation (ωB97M-V/def2-TZVPD) of a molecular structure, CHCl3FOP at a distorted geometry.

Structure (ORCA input):
```
! RIJCOSX wB97M-V def2-TZVPD def2/J DEFGRID3
* xyz 0 1
C -0.348 1.178 -0.552
O 1.727 0.492 1.296
F -1.315 2.641 1.996
P 0.855 1.535 0.796
Cl 0.861 1.584 -1.825
Cl -0.974 -0.456 -0.417
Cl 1.592 3.345 0.851
H -1.033 2.019 -0.463
*
```

The calculation puts the HOMO energy (alpha / beta) at -10.48 / -10.48 eV. The value obtained for the relative energy (zero: lowest compared OMol25 entry of this formula, charge and spin) is 426.1 kJ/mol. The calculation puts the energy at -1935.66713 a.u. As for the LUMO energy (alpha / beta): -2.1 / -2.1 eV.

=====

The following is a DFT calculation (ωB97M-V/def2-TZVPD) of a molecular structure, CHCl3N2 at a distorted geometry.

Structure (ORCA input):
```
! RIJCOSX wB97M-V def2-TZVPD def2/J DEFGRID3
* xyz 0 1
C -0.516 -0.460 0.300
N -1.092 0.531 0.012
N 1.355 0.005 0.506
Cl -2.639 0.991 -0.552
Cl 1.908 -1.098 -0.665
Cl 1.435 1.550 -0.062
H -0.450 -1.519 0.461
*
```

The calculation puts the HOMO energy at -9.11 eV. The value obtained for the relative energy (zero: lowest compared OMol25 entry of this formula, charge and spin) is 239.8 kJ/mol. The calculation puts the energy at -1528.59219 a.u. As for the LUMO energy: -0.5 eV.